{
  "formula": "C45H105Br4N6O13",
  "method": "the ωB97M-V functional and the def2-TZVPD basis",
  "elements": ["C", "C", "C", "N", "C", "C", "C", "C", "C", "H", "H", "H", "H", "H", "H", "H", "H", "H", "H", "H", "H", "H", "H", "H", "H", "H", "H", "C", "O", "C", "C", "N", "C", "C", "O", "C", "H", "H", "H", "H", "H", "H", "H", "H", "H", "H", "H", "H", "H", "H", "H", "C", "O", "C", "C", "N", "C", "C", "O", "C", "H", "H", "H", "H", "H", "H", "H", "H", "H", "H", "H", "H", "H", "H", "H", "C", "O", "C", "C", "N", "C", "C", "O", "C", "H", "H", "H", "H", "H", "H", "H", "H", "H", "H", "H", "H", "H", "H", "H", "C", "O", "C", "C", "N", "C", "C", "O", "C", "H", "H", "H", "H", "H", "H", "H", "H", "H", "H", "H", "H", "H", "H", "H", "C", "O", "C", "C", "N", "C", "C", "O", "C", "H", "H", "H", "H", "H", "H", "H", "H", "H", "H", "H", "H", "H", "H", "H", "Br", "C", "C", "Br", "H", "H", "H", "H", "Br", "C", "C", "Br", "H", "H", "H", "H", "C", "C", "O", "C", "O", "O", "H", "H", "H", "H"],
  "xyz": [[1.88267, -0.28199, 0.65856], [0.64159, 0.04210, 1.57474], [-0.67593, 0.13172, 0.73818], [-1.78649, 0.97953, 1.39051], [-2.39304, 0.24945, 2.57431], [-1.50127, 2.46241, 1.78653], [-2.87888, 3.17780, 1.75041], [-3.69946, 2.50549, 0.69129], [-2.98002, 1.19705, 0.32033], [2.79398, 0.04863, 1.15685], [1.79480, 0.29769, -0.26033], [1.92231, -1.31513, 0.31337], [0.77669, 1.02848, 2.01848], [0.74743, -0.79363, 2.26644], [-1.15193, -0.80278, 0.44115], [-0.47836, 0.67462, -0.18612], [-3.38198, 0.55129, 2.91927], [-1.64645, 0.44560, 3.34388], [-2.42032, -0.84013, 2.56172], [-1.18773, 2.32075, 2.82080], [-0.73499, 2.91992, 1.16076], [-3.46191, 3.02380, 2.65840], [-2.87691, 4.25211, 1.56614], [-4.78455, 2.45472, 0.78135], [-3.68502, 3.15201, -0.18616], [-3.62781, 0.32748, 0.20930], [-2.54066, 1.32374, -0.66913], [-7.39554, -9.22647, -3.07541], [-6.66022, -7.99530, -3.05542], [-5.77167, -7.86910, -1.93355], [-5.02690, -6.48513, -1.92239], [-5.98660, -5.43900, -1.50356], [-5.42679, -4.11099, -1.27357], [-4.48368, -3.92550, -0.00930], [-5.31490, -4.16855, 1.13017], [-4.92037, -3.81254, 2.42698], [-8.45510, -8.99426, -3.18269], [-7.24708, -9.63154, -2.07442], [-7.08006, -10.09986, -3.64615], [-5.01605, -8.65005, -2.01854], [-6.43352, -7.91877, -1.06891], [-4.72330, -6.31602, -2.95551], [-4.25451, -6.51078, -1.15373], [-6.66139, -5.83943, -0.86761], [-6.20848, -3.41328, -0.97315], [-5.06347, -3.76441, -2.24104], [-3.91871, -2.99420, -0.04921], [-3.77897, -4.75124, -0.10747], [-5.79623, -3.67640, 3.06135], [-4.34493, -2.92419, 2.68735], [-4.46677, -4.65846, 2.94347], [-4.65709, 9.42258, 2.90889], [-4.38737, 8.03611, 2.92442], [-5.60890, 7.20879, 3.12311], [-5.76035, 5.86355, 2.23890], [-4.73092, 5.87690, 1.20259], [-5.15472, 6.49227, -0.05937], [-6.25145, 5.67990, -0.78140], [-6.75362, 6.44496, -1.83196], [-7.80238, 5.82492, -2.63936], [-5.06809, 9.77960, 3.85320], [-5.17175, 9.63745, 1.97239], [-3.81436, 10.09350, 2.74227], [-6.46178, 7.86685, 2.95681], [-5.85086, 6.90557, 4.14174], [-6.77070, 5.85187, 1.83003], [-5.55244, 4.92767, 2.75757], [-3.96948, 6.47405, 1.49195], [-4.17669, 6.41922, -0.53497], [-5.41918, 7.54779, 0.00435], [-7.13402, 5.49423, -0.16926], [-5.91139, 4.70852, -1.14040], [-8.81448, 5.97194, -2.26236], [-7.59326, 4.80401, -2.95892], [-7.82186, 6.56164, -3.44246], [6.45977, -1.12853, -6.49210], [6.66332, -0.60424, -5.27234], [7.90981, -0.71125, -4.70914], [7.96366, 0.02012, -3.29926], [7.28020, -0.82263, -2.40137], [7.33633, -0.36253, -0.90996], [6.87302, 1.13785, -0.63734], [5.47025, 1.02323, -0.67486], [4.77156, 2.04452, -1.32640], [7.28286, -1.76880, -6.80938], [6.06623, -0.47901, -7.27399], [5.61473, -1.78423, -6.28218], [8.68418, -0.20612, -5.28647], [8.27808, -1.73132, -4.59989], [7.53059, 1.01028, -3.44117], [9.00177, -0.04978, -2.97438], [7.67456, -1.74261, -2.26640], [8.32717, -0.41473, -0.45872], [6.76295, -1.05025, -0.28836], [7.30098, 1.82735, -1.36504], [7.33530, 1.60037, 0.23471], [4.44202, 1.72316, -2.31445], [5.36498, 2.95881, -1.32155], [3.82324, 2.21047, -0.81528], [0.49093, 5.19644, 0.07566], [0.16829, 4.19977, -0.82562], [-0.87955, 4.53456, -1.75063], [-0.85259, 3.48300, -2.90062], [-1.17126, 2.15233, -2.33753], [-1.17265, 1.09905, -3.30333], [-2.52781, 0.89474, -3.99559], [-3.00504, -0.48927, -4.05546], [-4.11147, -0.74078, -4.95385], [1.31674, 4.83998, 0.69136], [-0.36944, 5.31503, 0.73429], [0.95754, 6.10291, -0.30994], [-0.78469, 5.47824, -2.28782], [-1.82638, 4.58173, -1.21268], [0.16985, 3.40736, -3.27074], [-1.44528, 3.79963, -3.75885], [-0.41073, 1.89062, -1.72662], [-0.89589, 0.21439, -2.72986], [-0.34441, 1.25100, -3.99546], [-2.39968, 1.46177, -4.91762], [-3.26849, 1.55859, -3.54975], [-4.76006, 0.12844, -5.06282], [-4.75709, -1.54243, -4.59517], [-3.80407, -1.00783, -5.96493], [4.79245, -1.95750, 1.70758], [4.59595, -3.34397, 2.22069], [5.32173, -3.66370, 3.40975], [6.82836, -3.94510, 3.11419], [7.74692, -2.77537, 3.31601], [9.04846, -3.00536, 2.62295], [10.20370, -3.08275, 3.61632], [11.35840, -3.53254, 2.87384], [12.59628, -3.67805, 3.60856], [5.87610, -1.85746, 1.64588], [4.28430, -1.16932, 2.26316], [4.36146, -2.07486, 0.71331], [4.85837, -4.63806, 3.56472], [4.99692, -3.09774, 4.28284], [6.97980, -4.37980, 2.12616], [7.22261, -4.66834, 3.82805], [7.47137, -1.80807, 3.22370], [9.27768, -2.26676, 1.85481], [9.04988, -3.92332, 2.03520], [10.07509, -3.72195, 4.48981], [10.40537, -2.08136, 3.99663], [13.42056, -4.13022, 3.05701], [12.51069, -4.36762, 4.44836], [13.06328, -2.79920, 4.05310], [-4.56155, 0.52955, 5.58040], [-6.09695, 1.89581, 5.54249], [-5.98686, 2.87785, 6.72386], [-4.17671, 3.95457, 6.76198], [-7.03161, 1.36056, 5.70988], [-6.08827, 2.42834, 4.59147], [-6.17231, 2.51514, 7.73487], [-6.77199, 3.61606, 6.56047], [2.16094, -0.45020, -2.85719], [4.00598, -1.08528, -3.06767], [3.93173, -2.53595, -3.58397], [3.04564, -3.63441, -2.22508], [4.50385, -0.92019, -2.11218], [4.53676, -0.42852, -3.75692], [4.90969, -3.00464, -3.69362], [3.32653, -2.67545, -4.47971], [1.35010, -4.35879, 1.06061], [0.42926, -3.63789, -0.01812], [-0.69173, -3.24490, 0.81877], [-0.69419, -3.67946, 1.99442], [-1.53633, -3.47869, 2.87491], [0.39796, -4.43413, 2.17669], [2.22668, -3.80239, 1.39247], [1.41434, -5.32794, 0.56592], [0.17854, -4.45218, -0.69796], [0.91701, -2.81903, -0.54695]],
  "multiplicity": 1,
  "total_energy_ev": -364076.032,
  "fmax_ha_per_bohr": 0.118,
  "total_charge": 1
}